Record 1
{
  "formula": "C110H74O23",
  "method": "the ωB97M-V functional and the def2-TZVPD basis",
  "elements": ["O", "C", "C", "C", "C", "C", "C", "C", "C", "O", "C", "C", "C", "C", "C", "C", "H", "H", "H", "H", "H", "H", "H", "H", "O", "C", "C", "C", "C", "C", "C", "C", "C", "O", "C", "C", "C", "C", "C", "C", "H", "H", "H", "H", "H", "H", "H", "H", "O", "C", "C", "C", "C", "C", "C", "C", "C", "O", "C", "C", "C", "C", "C", "C", "H", "H", "H", "H", "H", "H", "H", "H", "O", "C", "C", "C", "C", "C", "C", "C", "C", "O", "C", "C", "C", "C", "C", "C", "H", "H", "H", "H", "H", "H", "H", "H", "O", "C", "C", "C", "C", "C", "C", "C", "C", "O", "C", "C", "C", "C", "C", "C", "H", "H", "H", "H", "H", "H", "H", "H", "O", "C", "C", "C", "C", "C", "C", "C", "C", "O", "C", "C", "C", "C", "C", "C", "H", "H", "H", "H", "H", "H", "H", "H", "O", "C", "C", "C", "C", "C", "C", "C", "C", "O", "C", "C", "C", "C", "C", "C", "H", "H", "H", "H", "H", "H", "H", "H", "C", "C", "C", "O", "C", "O", "O", "H", "H", "H", "H", "H", "H", "C", "C", "C", "O", "C", "O", "O", "H", "H", "H", "H", "H", "H", "C", "C", "C", "O", "C", "O", "O", "H", "H", "H", "H", "H", "H"],
  "positions_angstrom": [[-2.488, -2.536, 6.052], [-1.738, -1.564, 6.140], [-0.267, -1.798, 6.270], [0.224, -3.044, 6.418], [1.580, -3.315, 6.339], [2.472, -2.245, 6.343], [1.992, -0.985, 6.330], [0.638, -0.772, 6.197], [0.242, 0.630, 6.040], [1.015, 1.540, 6.012], [-1.243, 0.920, 6.037], [-1.787, 2.220, 5.982], [-3.153, 2.423, 5.890], [-4.009, 1.361, 5.847], [-3.518, 0.094, 5.951], [-2.182, -0.134, 6.041], [-0.462, -3.947, 6.399], [1.909, -4.335, 6.507], [3.554, -2.346, 6.301], [2.721, -0.159, 6.274], [-1.071, 3.099, 6.000], [-3.601, 3.389, 5.859], [-5.092, 1.543, 5.660], [-4.181, -0.717, 5.800], [1.438, -4.199, -1.738], [1.578, -4.322, -0.564], [0.571, -3.788, 0.371], [-0.643, -3.376, -0.213], [-1.722, -3.146, 0.609], [-1.543, -3.011, 2.013], [-0.310, -3.312, 2.550], [0.723, -3.772, 1.730], [1.957, -4.340, 2.299], [2.120, -4.264, 3.508], [2.927, -5.115, 1.457], [3.967, -5.896, 1.960], [4.815, -6.516, 1.123], [4.684, -6.389, -0.264], [3.604, -5.726, -0.780], [2.723, -5.072, 0.027], [-0.787, -3.501, -1.273], [-2.678, -2.978, 0.132], [-2.377, -2.686, 2.652], [-0.120, -3.365, 3.608], [4.076, -5.888, 3.050], [5.552, -7.151, 1.493], [5.313, -6.781, -1.002], [3.436, -5.802, -1.903], [-7.514, -0.185, -0.719], [-7.290, 0.141, 0.382], [-6.587, -0.735, 1.400], [-6.025, -1.987, 1.065], [-5.526, -2.815, 2.053], [-5.491, -2.363, 3.377], [-5.965, -1.112, 3.750], [-6.460, -0.321, 2.746], [-7.011, 1.003, 3.163], [-6.961, 1.279, 4.370], [-7.654, 1.887, 2.160], [-8.138, 3.126, 2.552], [-8.602, 4.017, 1.603], [-8.741, 3.609, 0.292], [-8.226, 2.359, -0.149], [-7.756, 1.497, 0.858], [-5.992, -2.252, 0.036], [-5.168, -3.825, 1.879], [-5.237, -3.115, 4.043], [-6.055, -0.785, 4.760], [-8.068, 3.218, 3.612], [-9.018, 5.037, 1.913], [-9.156, 4.357, -0.410], [-8.310, 2.004, -1.190], [-2.024, 0.446, -5.546], [-2.808, -0.025, -6.319], [-3.501, -1.318, -5.998], [-3.318, -1.867, -4.708], [-3.989, -3.021, -4.390], [-4.925, -3.575, -5.241], [-5.156, -2.995, -6.480], [-4.390, -1.903, -6.914], [-4.650, -1.256, -8.242], [-5.473, -1.720, -9.016], [-3.999, 0.109, -8.542], [-4.319, 0.745, -9.735], [-3.741, 1.998, -10.017], [-2.902, 2.596, -9.079], [-2.578, 1.929, -7.902], [-3.109, 0.690, -7.627], [-2.596, -1.474, -3.989], [-3.962, -3.469, -3.401], [-5.517, -4.461, -4.885], [-5.916, -3.415, -7.144], [-4.977, 0.225, -10.423], [-3.993, 2.604, -10.955], [-2.554, 3.609, -9.177], [-1.868, 2.345, -7.222], [4.784, 3.079, 3.647], [3.880, 3.837, 3.935], [2.502, 3.872, 3.259], [2.459, 3.133, 2.076], [1.202, 3.194, 1.336], [0.156, 3.941, 1.861], [0.274, 4.698, 2.966], [1.453, 4.659, 3.678], [1.720, 5.617, 4.853], [0.764, 6.315, 5.206], [3.148, 5.798, 5.301], [3.460, 6.833, 6.232], [4.697, 7.016, 6.687], [5.696, 6.123, 6.343], [5.447, 5.064, 5.498], [4.162, 4.905, 4.921], [3.376, 2.709, 1.724], [1.216, 2.761, 0.369], [-0.739, 4.045, 1.295], [-0.596, 5.384, 3.120], [2.613, 7.387, 6.574], [5.035, 7.895, 7.233], [6.696, 6.196, 6.788], [6.201, 4.323, 5.262], [9.475, -0.411, -3.172], [9.698, -1.284, -3.958], [11.001, -1.418, -4.626], [11.945, -0.416, -4.581], [13.255, -0.547, -5.086], [13.661, -1.723, -5.667], [12.716, -2.739, -5.787], [11.498, -2.574, -5.202], [10.534, -3.728, -5.139], [10.875, -4.853, -5.439], [9.068, -3.476, -4.803], [8.118, -4.514, -4.965], [6.734, -4.232, -4.823], [6.380, -3.008, -4.120], [7.350, -2.102, -3.827], [8.649, -2.273, -4.209], [11.649, 0.543, -4.125], [14.011, 0.251, -4.854], [14.699, -1.891, -5.994], [12.991, -3.720, -6.089], [8.515, -5.406, -5.421], [6.033, -5.042, -5.013], [5.336, -2.711, -4.059], [7.104, -1.060, -3.381], [-1.589, -0.306, -2.281], [-0.748, -0.298, -1.412], [-1.120, -0.006, 0.018], [-2.481, 0.302, 0.235], [-2.935, 0.571, 1.479], [-2.072, 0.405, 2.543], [-0.757, 0.006, 2.318], [-0.240, -0.145, 1.013], [1.249, -0.350, 0.741], [2.145, -0.046, 1.553], [1.674, -0.610, -0.702], [3.016, -0.832, -0.972], [3.365, -0.882, -2.304], [2.422, -0.851, -3.285], [1.109, -0.744, -3.063], [0.719, -0.525, -1.740], [-3.045, 0.334, -0.679], [-3.969, 0.822, 1.595], [-2.273, 0.555, 3.615], [-0.126, -0.154, 3.125], [3.778, -0.993, -0.200], [4.434, -1.023, -2.538], [2.716, -0.792, -4.326], [0.356, -0.828, -3.857], [-5.835, 6.251, -1.319], [-4.831, 5.370, -0.564], [-5.026, 5.441, 0.920], [-4.524, 4.120, 1.351], [-4.841, 3.340, 0.285], [-4.929, 2.152, 0.413], [-5.059, 3.963, -0.846], [-6.866, 6.050, -1.080], [-5.872, 6.092, -2.379], [-5.552, 7.305, -1.076], [-3.825, 5.532, -0.895], [-6.066, 5.613, 1.218], [-4.373, 6.127, 1.412], [-6.759, -0.190, -4.152], [-6.195, 0.913, -3.331], [-4.819, 1.507, -3.690], [-5.049, 2.868, -3.281], [-6.362, 3.105, -3.402], [-6.781, 4.220, -3.377], [-7.078, 2.011, -3.292], [-7.043, 0.163, -5.160], [-7.672, -0.497, -3.651], [-6.058, -1.040, -4.228], [-6.082, 0.551, -2.297], [-4.550, 1.504, -4.769], [-3.955, 1.094, -3.107], [6.104, 0.103, 2.847], [5.784, -1.291, 3.426], [4.394, -1.668, 2.992], [4.594, -2.421, 1.778], [5.909, -2.869, 1.771], [6.349, -3.734, 1.111], [6.624, -2.164, 2.677], [7.156, 0.420, 3.056], [5.375, 0.804, 3.139], [5.867, 0.025, 1.789], [5.966, -1.407, 4.450], [3.772, -0.838, 2.713], [3.934, -2.344, 3.716]],
  "lumo_energy_ha": -0.037,
  "smiles": "O=C1c2ccccc2C(=O)c2ccccc21.O=C1c2ccccc2C(=O)c2ccccc21.O=C1c2ccccc2C(=O)c2ccccc21.O=C1c2ccccc2C(=O)c2ccccc21.O=C1c2ccccc2C(=O)c2ccccc21.O=C1c2ccccc2C(=O)c2ccccc21.O=C1c2ccccc2C(=O)c2ccccc21.C[C@H]1COC(=O)O1.C[C@H]1COC(=O)O1.C[C@H]1COC(=O)O1",
  "total_charge": 0
}

=====

Record 2
{
  "formula": "C49H60N5O3SSi2TeV",
  "method": "the ωB97M-V functional and the def2-TZVPD basis",
  "elements": ["V", "C", "C", "N", "N", "C", "N", "S", "C", "C", "C", "C", "C", "N", "H", "H", "H", "H", "H", "H", "H", "H", "H", "O", "C", "C", "C", "C", "C", "C", "C", "C", "C", "O", "C", "C", "C", "C", "C", "C", "C", "C", "C", "C", "C", "C", "N", "C", "C", "C", "C", "C", "C", "C", "C", "C", "C", "C", "C", "H", "H", "H", "H", "H", "H", "H", "H", "H", "H", "H", "H", "H", "H", "H", "H", "H", "H", "H", "H", "H", "H", "H", "H", "H", "H", "H", "O", "H", "H", "C", "Si", "C", "C", "C", "Te", "C", "Si", "C", "C", "C", "H", "H", "H", "H", "H", "H", "H", "H", "H", "H", "H", "H", "H", "H", "H", "H", "H", "H", "H", "H", "H", "H"],
  "positions_angstrom": [[0.424, -0.831, 0.653], [-0.889, 3.266, 1.364], [0.092, 2.165, 1.134], [-0.350, 1.024, 0.682], [-1.697, 0.980, 0.553], [-2.222, -0.039, -0.066], [-3.564, -0.076, -0.170], [-1.304, -1.257, -0.871], [1.517, 2.366, 1.403], [1.965, 3.336, 2.306], [3.321, 3.555, 2.453], [4.208, 2.779, 1.723], [3.682, 1.809, 0.889], [2.382, 1.599, 0.726], [-1.743, 2.891, 1.927], [-1.274, 3.588, 0.394], [-0.443, 4.116, 1.870], [-4.104, 0.565, 0.389], [-4.004, -0.913, -0.510], [1.265, 3.908, 2.895], [3.682, 4.323, 3.122], [5.274, 2.941, 1.780], [4.343, 1.186, 0.297], [1.609, -1.258, -0.343], [2.614, -2.188, -0.557], [3.725, -1.876, 0.467], [3.269, -1.843, 1.909], [4.001, -2.543, 2.862], [3.629, -2.482, 4.193], [2.520, -1.732, 4.539], [1.835, -1.043, 3.549], [0.601, -0.255, 3.890], [-0.626, -1.039, 3.350], [-0.444, -1.132, 1.977], [-0.654, -2.407, 4.026], [-0.257, -3.548, 3.341], [-0.265, -4.781, 3.978], [-0.666, -4.879, 5.300], [-1.067, -3.741, 5.986], [-1.062, -2.510, 5.352], [-1.973, -0.348, 3.565], [-2.115, 0.917, 4.112], [-3.377, 1.487, 4.222], [-4.498, 0.805, 3.780], [-4.358, -0.459, 3.222], [-3.100, -1.026, 3.108], [2.208, -1.094, 2.258], [3.150, -2.118, -1.986], [2.433, -1.406, -2.943], [2.847, -1.399, -4.267], [3.972, -2.113, -4.644], [4.694, -2.817, -3.690], [4.286, -2.824, -2.367], [2.008, -3.593, -0.408], [2.538, -4.574, 0.421], [1.958, -5.834, 0.486], [0.834, -6.125, -0.268], [0.303, -5.155, -1.106], [0.894, -3.906, -1.187], [4.099, -0.885, 0.212], [4.538, -2.589, 0.357], [4.867, -3.119, 2.565], [4.192, -3.014, 4.947], [2.190, -1.678, 5.566], [0.640, 0.715, 3.392], [0.517, -0.132, 4.968], [0.052, -3.481, 2.303], [0.041, -5.665, 3.434], [-0.683, -5.842, 5.792], [-1.387, -3.814, 7.017], [-1.389, -1.624, 5.884], [-1.254, 1.463, 4.478], [-3.483, 2.471, 4.659], [-5.480, 1.249, 3.877], [-5.224, -1.012, 2.884], [-2.983, -2.009, 2.666], [1.542, -0.864, -2.650], [2.275, -0.850, -5.003], [4.279, -2.136, -5.680], [5.571, -3.378, -3.982], [4.853, -3.397, -1.644], [3.404, -4.377, 1.036], [2.396, -6.590, 1.125], [0.379, -7.105, -0.219], [-0.568, -5.377, -1.708], [0.489, -3.175, -1.877], [1.743, 1.713, -2.280], [2.524, 1.528, -2.814], [1.968, 1.481, -1.364], [-0.580, 6.641, -3.982], [-0.710, 5.152, -2.826], [-2.344, 5.262, -1.866], [0.755, 5.098, -1.617], [-0.593, 3.555, -3.846], [-0.979, 1.803, -2.655], [-3.098, 1.990, -3.011], [-3.669, 0.819, -4.396], [-3.119, -0.941, -3.990], [-2.893, 1.355, -6.035], [-5.552, 0.989, -4.456], [-0.614, 7.570, -3.410], [-1.397, 6.667, -4.703], [0.356, 6.633, -4.542], [-2.250, 5.951, -1.025], [-2.648, 4.291, -1.473], [-3.152, 5.634, -2.497], [0.532, 5.565, -0.656], [1.621, 5.617, -2.031], [1.044, 4.061, -1.437], [0.415, 3.451, -4.248], [-1.295, 3.549, -4.678], [-3.318, 3.021, -3.286], [-3.620, 1.768, -2.082], [-2.032, -1.003, -3.947], [-3.468, -1.642, -4.750], [-3.498, -1.283, -3.026], [-1.804, 1.322, -5.982], [-3.189, 2.369, -6.306], [-3.204, 0.695, -6.846], [-6.008, 0.708, -3.506], [-5.987, 0.360, -5.235], [-5.836, 2.021, -4.666]],
  "lumo_energy_ha": [-0.115, -0.120],
  "e_above_lowest_ev": 0.295,
  "spin_multiplicity": 2,
  "total_charge": 1,
  "s2": 0.7593
}

=====

Record 3
{
  "formula": "C28H32N2O2",
  "method": "the ωB97M-V functional and the def2-TZVPD basis",
  "elements": ["C", "C", "C", "C", "C", "N", "C", "C", "C", "C", "C", "N", "C", "C", "C", "C", "C", "C", "C", "C", "O", "C", "C", "C", "C", "C", "C", "C", "C", "C", "C", "O", "H", "H", "H", "H", "H", "H", "H", "H", "H", "H", "H", "H", "H", "H", "H", "H", "H", "H", "H", "H", "H", "H", "H", "H", "H", "H", "H", "H", "H", "H", "H", "H"],
  "positions_angstrom": [[-0.057, -6.085, 0.095], [1.160, -5.243, 0.459], [0.823, -3.765, 0.643], [0.276, -3.123, -0.641], [0.196, -1.638, -0.481], [1.272, -0.925, -0.760], [2.577, -1.372, -1.170], [3.284, -0.268, -1.968], [3.494, 0.959, -1.142], [2.852, 2.165, -1.250], [1.815, 2.630, -2.208], [3.313, 3.009, -0.273], [4.250, 2.370, 0.485], [4.990, 2.812, 1.572], [5.893, 1.932, 2.131], [6.060, 0.644, 1.618], [5.327, 0.200, 0.539], [4.400, 1.064, -0.041], [-0.991, -0.987, -0.063], [-1.025, 0.450, 0.039], [-0.050, 1.185, -0.167], [-2.330, 1.105, 0.430], [-3.506, 0.360, -0.192], [-4.821, 1.061, 0.034], [-5.255, 1.387, 1.313], [-6.468, 2.020, 1.509], [-7.272, 2.336, 0.427], [-6.851, 2.016, -0.852], [-5.635, 1.384, -1.044], [-3.506, -1.039, 0.407], [-2.170, -1.758, 0.314], [-2.153, -2.951, 0.579], [-0.874, -5.878, 0.782], [-0.397, -5.865, -0.913], [0.185, -7.144, 0.148], [1.927, -5.352, -0.312], [1.582, -5.613, 1.397], [0.064, -3.661, 1.419], [1.719, -3.231, 0.967], [-0.712, -3.531, -0.834], [0.929, -3.374, -1.479], [1.172, 0.090, -0.601], [2.508, -2.273, -1.785], [3.175, -1.609, -0.282], [4.250, -0.658, -2.300], [2.690, -0.030, -2.851], [1.964, 3.681, -2.449], [0.827, 2.515, -1.763], [1.849, 2.052, -3.127], [2.968, 3.940, -0.116], [4.863, 3.811, 1.964], [6.486, 2.242, 2.979], [6.783, -0.013, 2.080], [5.477, -0.796, 0.147], [-2.298, 2.150, 0.114], [-2.406, 1.089, 1.521], [-3.333, 0.283, -1.273], [-4.642, 1.148, 2.170], [-6.790, 2.267, 2.511], [-8.220, 2.830, 0.580], [-7.471, 2.259, -1.703], [-5.314, 1.137, -2.046], [-4.252, -1.677, -0.073], [-3.771, -0.992, 1.468]],
  "lumo_energy_ha": 0.026,
  "e_above_lowest_ev": 0.563,
  "smiles": "CCCCC(NCCc1c(C)[nH]c2ccccc12)=C1C(=O)CC(c2ccccc2)CC1=O",
  "total_charge": 0
}

=====

no.,maximum force (eV Å⁻¹),DFT total energy (hartree)
1,4.1,-5966.7733
2,5.1,-4591.8343
3,0.6,-1346.2121